(1)
Formula: C4H6O2
Source: OMol25
Level of theory: ωB97M-V/def2-TZVPD

Values from the calculation:
- Kohn-Sham gap: 10.43 eV
- Highest occupied orbital energy: -9.879 eV
- Charge: 0
- Energy relative to the best compared isomer or geometry (same formula, charge and spin): 36.5 kcal/mol
- Spin multiplicity: 1

Last column: Löwdin charge in e.
Atoms and positions in Å:
C1 -0.1786 -0.2133 -1.5239  -0.008
C2 0.7684 -0.2406 -0.3787  -0.482
O1 1.7699 0.4434 -0.2694  0.072
C3 0.1005 -0.6471 0.9333  -0.065
C4 -0.3292 0.7834 1.2556  -0.222
O2 -1.1554 1.3606 0.5823  0.031
H1 -0.8861 0.5084 -0.9491  0.104
H2 -0.6473 -1.1890 -1.7470  0.093
H3 0.3001 0.1804 -2.4349  0.094
H4 -0.7857 -1.2877 0.8682  0.126
H5 0.8423 -1.0414 1.6247  0.119
H6 0.2011 1.3429 2.0389  0.139

***

(2)
Formula: C4H6O2
Source: OMol25
Level of theory: ωB97M-V/def2-TZVPD

Values from the calculation:
- Kohn-Sham gap: 9.27 eV
- Highest occupied orbital energy: -8.815 eV
- Charge: 0
- Energy relative to the best compared isomer or geometry (same formula, charge and spin): 100.1 kcal/mol
- Spin multiplicity: 1

Last column: Löwdin charge in e.
Atoms and positions in Å:
O1 -1.1188 -1.4701 -0.3095  -0.008
C1 -0.4443 -0.7524 0.6705  -0.381
C2 0.8110 0.0431 0.3196  -0.285
C3 0.5353 0.7085 -1.0173  -0.027
C4 -0.9107 0.6174 1.1788  0.061
O2 0.3550 1.0317 1.2919  -0.050
H1 -2.0284 -1.1473 -0.3179  0.105
H2 -0.3012 -1.3707 1.5605  0.154
H3 1.8155 -0.3331 0.5501  0.149
H4 1.1928 1.5644 -1.1877  0.089
H5 0.6039 -0.0131 -1.8368  0.093
H6 -0.5102 1.1216 -0.9022  0.100

***

(3)
Formula: C4H6O2
Source: OMol25
Level of theory: ωB97M-V/def2-TZVPD

Values from the calculation:
- Kohn-Sham gap: 10.40 eV
- Highest occupied orbital energy: -9.803 eV
- Charge: 0
- Energy relative to the best compared isomer or geometry (same formula, charge and spin): 28.3 kcal/mol
- Spin multiplicity: 1

Last column: Löwdin charge in e.
Atoms and positions in Å:
C1 0.4873 0.1434 -1.3811  -0.037
C2 -1.2074 -0.6205 0.1897  -0.243
O1 -1.0281 -1.7775 0.4821  0.064
C3 -0.0712 0.3695 0.0486  -0.290
C4 0.9009 0.1314 1.1965  -0.225
O2 1.2653 1.0044 1.9439  0.068
H1 0.7724 1.0932 -1.8399  0.082
H2 -0.2845 -0.3059 -2.0185  0.081
H3 1.3419 -0.5414 -1.3988  0.089
H4 -0.4394 1.3952 0.1376  0.140
H5 -2.2157 -0.2224 -0.0607  0.135
H6 1.1976 -0.9271 1.3498  0.136

***

(4)
Formula: C4H6O2
Source: OMol25
Level of theory: ωB97M-V/def2-TZVPD

Values from the calculation:
- Kohn-Sham gap: 9.66 eV
- Highest occupied orbital energy: -9.024 eV
- Charge: 0
- Energy relative to the best compared isomer or geometry (same formula, charge and spin): 74.3 kcal/mol
- Spin multiplicity: 1

Last column: Löwdin charge in e.
Atoms and positions in Å:
O1 1.5930 1.3688 1.0036  -0.073
C1 1.7488 0.1705 0.2516  -0.273
C2 0.3997 -0.4395 0.0928  -0.127
C3 -0.4832 -0.4805 -0.8788  -0.006
C4 -1.7882 -0.6720 -0.9627  -0.210
O2 -2.6726 0.3166 -0.7094  0.027
H1 0.9846 1.1671 1.7292  0.080
H2 2.3906 -0.5438 0.7858  0.112
H3 2.2263 0.4471 -0.6884  0.119
H4 -2.2554 -1.6253 -1.1704  0.122
H5 0.0059 -0.8151 1.0409  0.115
H6 -2.1495 1.1061 -0.4941  0.115